Run 1
Density functional theory data (the ωB97M-V functional and the def2-TZVPD basis) for a cluster of 2 separate species, C10H15N3S in total.

Summary:
E_LUMO (spin up / spin down)   0.157 / -1.077 eV
HOMO-LUMO gap (spin up / spin down)   7.9 / 5.9 eV
HOMO energy (spin up / spin down)   -0.2854 / -0.2575 hartree

CARTESIAN COORDINATES (ANGSTROEM)
C  0.181  -1.427  -0.938
C  2.002  2.227  0.872
C  2.245  1.956  -0.485
C  1.175  1.208  1.302
C  -1.455  -2.274  1.162
C  0.778  -1.670  2.290
C  -0.799  1.016  -3.375
C  -1.834  1.329  -0.874
C  -0.456  -1.110  1.424
C  0.033  -0.603  0.096
N  0.012  -2.162  -1.856
N  1.514  0.922  -0.907
N  0.915  0.441  0.208
S  -0.838  2.132  -1.968
H  2.255  3.086  1.410
H  2.759  2.630  -1.108
H  0.991  0.796  2.301
H  -0.970  -3.047  0.671
H  -1.920  -2.599  2.066
H  -2.262  -2.009  0.344
H  1.336  -2.632  1.823
H  0.376  -1.962  3.354
H  1.562  -0.989  2.316
H  -1.753  0.569  -3.470
H  -0.065  0.242  -3.391
H  -0.385  1.641  -4.285
H  -2.732  0.777  -1.004
H  -1.639  1.808  0.094
H  -1.027  -0.295  1.926


Run 2
Density functional theory data (the ωB97M-V functional and the def2-TZVPD basis) for a cluster of 2 separate species, C10H15N3S in total.

Summary:
E_LUMO (spin up / spin down)   0.691 / 0.691 eV
HOMO-LUMO gap (spin up / spin down)   6.3 / 6.3 eV
HOMO energy (spin up / spin down)   -0.2057 / -0.2058 hartree

CARTESIAN COORDINATES (ANGSTROEM)
C  -1.726  1.072  -2.468
C  -0.400  1.212  -2.208
C  -2.266  0.584  -1.254
C  0.618  -2.422  -1.431
C  -0.257  0.291  1.851
C  1.161  0.258  1.299
C  -1.319  -0.179  0.900
C  0.731  -2.832  -2.789
C  -0.476  1.715  2.453
C  2.308  0.362  2.227
N  -0.115  0.786  -0.947
N  0.296  -2.132  -0.379
N  -1.280  0.360  -0.348
S  1.065  1.670  0.012
H  -2.335  1.151  -3.262
H  0.302  1.886  -2.761
H  -3.240  0.163  -0.972
H  -0.396  -0.493  2.678
H  1.281  -0.688  0.649
H  -2.071  -0.856  1.117
H  1.005  -3.915  -2.820
H  1.363  -2.137  -3.312
H  -0.354  -2.817  -3.237
H  -1.302  1.723  3.116
H  -0.638  2.296  1.554
H  0.449  1.956  2.932
H  1.859  0.469  3.197
H  3.020  1.095  1.956
H  2.717  -0.577  2.244


run 1 comes first in stability; the runner-up is 11.7 kJ/mol higher.


Run 1
Density functional theory data (the ωB97M-V functional and the def2-TZVPD basis) for a structure of composition C30H48GeN2OP2SSiV.

Summary:
Spin multiplicity   4
E_LUMO (spin up / spin down)   0.608 / 0.608 eV
HOMO-LUMO gap (spin up / spin down)   7.2 / 8.0 eV
<S²>   3.76
HOMO energy (spin up / spin down)   -0.2414 / -0.2710 hartree

CARTESIAN COORDINATES (ANGSTROEM)
V  -0.186  -0.061  0.338
C  3.194  1.289  0.809
P  2.237  -0.250  0.564
C  3.352  -1.205  -0.519
C  2.490  -1.101  2.174
C  1.658  -0.467  3.288
P  -0.036  0.021  2.705
C  -0.300  1.592  3.593
C  -1.153  -1.105  3.604
H  4.214  1.079  1.138
H  2.699  1.918  1.547
H  3.229  1.855  -0.121
H  4.365  -1.224  -0.110
H  3.380  -0.769  -1.517
H  2.983  -2.226  -0.606
H  3.555  -1.106  2.430
H  2.178  -2.139  2.021
H  2.143  0.445  3.651
H  1.575  -1.147  4.141
H  -0.158  1.471  4.668
H  -1.309  1.951  3.403
H  0.391  2.343  3.216
H  -0.893  -1.193  4.659
H  -1.110  -2.079  3.127
H  -2.177  -0.736  3.507
C  0.012  4.353  -2.318
Ge  -0.519  2.517  -1.832
C  0.510  1.275  -3.004
C  -2.406  2.389  -2.386
C  -0.203  2.076  0.024
H  -0.158  4.553  -3.370
H  1.064  4.521  -2.106
H  -0.566  5.066  -1.738
H  -0.072  0.939  -3.861
H  0.860  0.390  -2.461
H  1.396  1.775  -3.394
H  -2.522  2.806  -3.382
H  -3.023  2.966  -1.701
H  -2.798  1.374  -2.386
H  -1.017  2.563  0.577
H  0.710  2.614  0.302
C  -2.550  -1.942  -3.348
N  -2.382  -1.083  -2.195
C  -2.983  -1.245  -1.016
N  -3.874  -2.250  -0.844
S  -2.693  -0.148  0.250
H  -2.046  -1.479  -4.194
H  -3.609  -2.058  -3.593
H  -2.095  -2.919  -3.178
H  -1.816  -0.242  -2.303
H  -3.855  -3.062  -1.443
H  -4.145  -2.434  0.108
O  -0.063  -2.147  0.152
Si  -0.024  -3.715  -0.054
C  1.169  -4.574  1.139
C  2.410  -5.028  0.704
C  3.337  -5.572  1.579
C  3.039  -5.678  2.923
C  1.809  -5.238  3.383
C  0.894  -4.697  2.499
C  -1.735  -4.537  0.108
C  -2.350  -5.173  -0.968
C  -3.641  -5.676  -0.886
C  -4.356  -5.561  0.293
C  -3.764  -4.944  1.384
C  -2.479  -4.444  1.284
C  0.566  -4.101  -1.805
C  0.798  -5.389  -2.280
C  1.200  -5.616  -3.583
C  1.382  -4.547  -4.447
C  1.162  -3.258  -3.997
C  0.758  -3.046  -2.688
H  2.673  -4.943  -0.341
H  4.296  -5.911  1.207
H  3.756  -6.103  3.608
H  1.563  -5.316  4.433
H  -0.047  -4.356  2.895
H  -1.815  -5.278  -1.902
H  -4.086  -6.165  -1.745
H  -5.360  -5.953  0.365
H  -4.309  -4.850  2.314
H  -2.066  -3.944  2.144
H  0.661  -6.234  -1.621
H  1.375  -6.625  -3.928
H  1.700  -4.722  -5.465
H  1.310  -2.417  -4.663
H  0.592  -2.039  -2.333


Run 2
Density functional theory data (the ωB97M-V functional and the def2-TZVPD basis) for a structure of composition C30H48GeN2OP2SSiV.

Summary:
Spin multiplicity   4
E_LUMO (spin up / spin down)   0.331 / 0.315 eV
HOMO-LUMO gap (spin up / spin down)   6.9 / 7.8 eV
<S²>   3.77
HOMO energy (spin up / spin down)   -0.2398 / -0.2745 hartree

CARTESIAN COORDINATES (ANGSTROEM)
V  1.046  1.093  0.492
C  1.780  -2.023  2.564
P  2.363  -0.474  1.777
C  3.974  -1.047  1.127
C  2.918  0.392  3.314
C  3.256  1.863  3.037
P  1.862  2.608  2.106
C  2.484  4.283  1.733
C  0.700  2.997  3.480
H  2.481  -2.326  3.344
H  1.710  -2.816  1.820
H  0.787  -1.882  3.001
H  4.468  -1.674  1.871
H  4.607  -0.194  0.880
H  3.814  -1.624  0.216
H  3.760  -0.146  3.752
H  2.087  0.324  4.022
H  4.144  1.941  2.405
H  3.446  2.418  3.954
H  2.856  4.761  2.638
H  1.671  4.880  1.320
H  3.281  4.233  0.989
H  1.172  3.621  4.244
H  0.342  2.073  3.943
H  -0.158  3.524  3.062
C  1.682  3.773  -2.924
Ge  2.369  1.980  -2.589
C  1.221  0.667  -3.485
C  4.101  1.914  -3.515
C  2.731  1.462  -0.741
H  1.902  4.045  -3.965
H  2.173  4.499  -2.261
H  0.604  3.837  -2.758
H  0.471  1.149  -4.125
H  0.723  0.038  -2.740
H  1.840  0.023  -4.120
H  4.005  2.075  -4.601
H  4.559  0.934  -3.347
H  4.770  2.682  -3.109
H  3.456  2.197  -0.356
H  3.297  0.530  -0.888
C  -4.340  2.816  -0.328
N  -2.946  3.024  0.043
C  -1.883  2.595  -0.610
N  -2.094  1.874  -1.704
S  -0.310  3.093  -0.087
H  -4.924  3.662  0.026
H  -4.751  1.914  0.117
H  -4.441  2.763  -1.411
H  -2.733  3.577  0.851
H  -2.930  1.307  -1.778
H  -1.274  1.419  -2.063
O  -0.077  -0.307  -0.543
Si  -1.119  -1.511  -0.340
C  -2.322  -1.252  1.108
C  -3.511  -1.997  1.231
C  -4.389  -1.803  2.297
C  -4.105  -0.846  3.268
C  -2.941  -0.093  3.174
C  -2.068  -0.302  2.109
C  -0.249  -3.155  -0.113
C  0.921  -3.403  -0.854
C  1.609  -4.609  -0.738
C  1.139  -5.593  0.128
C  -0.018  -5.367  0.868
C  -0.704  -4.161  0.746
C  -2.246  -1.805  -1.846
C  -1.941  -2.764  -2.830
C  -2.805  -3.020  -3.894
C  -4.000  -2.318  -4.013
C  -4.335  -1.370  -3.053
C  -3.473  -1.136  -1.986
H  -3.759  -2.735  0.471
H  -5.294  -2.398  2.371
H  -4.789  -0.688  4.096
H  -2.714  0.653  3.932
H  -1.167  0.297  2.068
H  1.311  -2.627  -1.516
H  2.510  -4.780  -1.317
H  1.675  -6.530  0.229
H  -0.380  -6.128  1.549
H  -1.597  -4.001  1.342
H  -1.010  -3.326  -2.766
H  -2.550  -3.781  -4.626
H  -4.669  -2.517  -4.839
H  -5.271  -0.826  -3.129
H  -3.789  -0.453  -1.210


run 1 comes first in stability; the runner-up is 12.4 kJ/mol higher.


Run 1
Density functional theory data (the ωB97M-V functional and the def2-TZVPD basis) for a structure of composition C12H28BrF3IO6SSi3.

Summary:
E_LUMO   2.234 eV
HOMO-LUMO gap   8.2 eV
Charge   -1
HOMO energy   -0.2189 hartree

CARTESIAN COORDINATES (ANGSTROEM)
C  -3.237  -0.372  0.789
C  -2.546  0.974  0.916
Br  -2.949  1.648  2.685
C  -1.029  0.810  0.745
Si  -0.218  2.174  -0.203
I  -0.397  4.254  1.129
C  -1.024  2.642  -1.834
C  -1.489  1.489  -2.712
O  -1.126  0.229  -2.143
Si  -0.878  -1.064  -3.150
C  -0.297  -2.453  -2.047
C  0.410  -0.737  -4.481
C  -2.467  -1.559  -4.004
O  1.407  1.968  -0.363
Si  2.138  0.508  -0.622
C  3.852  0.520  0.104
C  3.889  0.174  1.599
C  2.930  0.960  2.457
O  3.064  2.374  2.328
H  -3.264  -0.672  -0.256
H  -2.660  -1.110  1.335
H  -4.229  -0.363  1.223
H  -2.952  1.637  0.161
H  -0.876  -0.136  0.247
H  -0.592  0.734  1.728
H  -0.304  3.245  -2.377
H  -1.865  3.284  -1.598
H  -1.085  1.578  -3.718
H  -2.572  1.532  -2.811
H  -0.266  -2.105  -1.020
H  0.694  -2.786  -2.329
H  -0.994  -3.283  -2.065
H  1.360  -1.141  -4.154
H  0.114  -1.263  -5.383
H  0.539  0.311  -4.719
H  -2.750  -0.836  -4.761
H  -2.270  -2.500  -4.509
H  -3.274  -1.693  -3.295
H  1.405  -0.640  -0.057
H  2.235  0.301  -2.090
H  4.322  1.488  -0.069
H  4.457  -0.200  -0.441
H  3.623  -0.874  1.711
H  4.902  0.277  1.980
H  1.901  0.655  2.282
H  3.133  0.720  3.494
H  3.468  2.584  1.482
C  0.181  -1.370  5.508
F  1.437  -1.857  5.469
F  -0.355  -1.732  6.685
F  0.266  -0.031  5.492
S  -0.821  -1.996  4.097
O  -0.773  -3.425  4.288
O  -0.066  -1.508  2.958
O  -2.102  -1.366  4.319


Run 2
Density functional theory data (the ωB97M-V functional and the def2-TZVPD basis) for a structure of composition C12H28BrF3IO6SSi3.

Summary:
E_LUMO   2.281 eV
HOMO-LUMO gap   8.4 eV
Charge   -1
HOMO energy   -0.2245 hartree

CARTESIAN COORDINATES (ANGSTROEM)
C  -0.601  -1.983  2.643
C  -1.075  -0.536  2.648
Br  -0.515  0.229  4.337
C  -0.395  0.206  1.479
Si  -1.486  1.450  0.633
I  -1.939  3.258  2.281
C  -3.207  0.860  0.142
C  -3.318  -0.534  -0.482
O  -2.047  -1.162  -0.670
Si  -1.939  -2.275  -1.915
C  -0.127  -2.780  -1.986
C  -2.444  -1.588  -3.601
C  -2.995  -3.794  -1.577
O  -0.710  2.254  -0.605
Si  0.315  1.427  -1.629
C  1.663  2.547  -2.281
C  2.880  2.652  -1.344
C  2.548  2.947  0.098
O  1.761  4.117  0.281
H  -1.081  -2.537  1.841
H  0.465  -1.976  2.441
H  -0.733  -2.463  3.603
H  -2.153  -0.545  2.549
H  -0.063  -0.561  0.802
H  0.479  0.698  1.885
H  -3.601  1.587  -0.558
H  -3.825  0.895  1.031
H  -3.854  -0.504  -1.429
H  -3.913  -1.155  0.183
H  0.415  -2.257  -1.206
H  0.302  -2.526  -2.945
H  -0.011  -3.834  -1.769
H  -1.550  -1.295  -4.128
H  -2.920  -2.385  -4.162
H  -3.119  -0.748  -3.540
H  -4.048  -3.563  -1.692
H  -2.737  -4.520  -2.338
H  -2.793  -4.199  -0.595
H  0.965  0.251  -1.031
H  -0.495  0.949  -2.774
H  1.260  3.541  -2.478
H  2.001  2.170  -3.241
H  3.391  1.693  -1.354
H  3.587  3.376  -1.734
H  2.091  2.094  0.595
H  3.484  3.116  0.620
H  1.278  4.324  -0.531
C  4.282  1.093  3.156
F  4.952  1.601  2.097
F  5.185  0.846  4.126
F  3.450  2.053  3.607
S  3.360  -0.433  2.695
O  4.406  -1.318  2.233
O  2.463  0.046  1.654
O  2.715  -0.810  3.934


run 1 comes first in stability; the runner-up is 16.4 kJ/mol higher.


Run 1
Density functional theory data (the ωB97M-V functional and the def2-TZVPD basis) for a cluster of 2 separate species, H2 in total.

Summary:
E_LUMO   0.338 eV
HOMO-LUMO gap   12.3 eV
HOMO energy   -0.4396 hartree

CARTESIAN COORDINATES (ANGSTROEM)
H  0.000  0.000  0.659
H  0.000  0.000  -0.659


Run 2
Density functional theory data (the ωB97M-V functional and the def2-TZVPD basis) for a cluster of 2 separate species, H2 in total.

Summary:
E_LUMO   -3.708 eV
HOMO-LUMO gap   5.7 eV
HOMO energy   -0.3450 hartree

CARTESIAN COORDINATES (ANGSTROEM)
H  0.415  1.173  0.652
H  -0.415  -1.173  -0.652


run 1 comes first in stability; the runner-up is 437.2 kJ/mol higher.